(1)
ORCA calculation (the ωB97M-V functional and the def2-TZVPD basis) on C27H34Cl2N5O3Tb as an isolated structure in a non-equilibrium geometry.

Geometry as XYZ:
```
72
Properties=species:S:1:pos:R:3:forces:R:3
Tb 0.179024 -0.415173 -0.105192 -0.80 0.03 -1.28
Cl 0.413844 -2.623203 1.157261 0.11 -0.15 0.30
Cl -2.373044 -0.427967 -0.299753 -0.41 -0.06 0.08
O 2.360416 0.271272 0.120529 1.05 1.67 -0.74
O -0.232895 1.947134 -0.490111 0.08 1.09 -0.61
O 0.427322 0.096493 -2.470455 -0.08 0.99 2.12
N -0.579692 0.612106 4.497733 0.54 0.37 -0.94
N 4.125496 1.625102 -0.335994 -0.05 0.06 0.10
N -3.766006 -0.945585 10.299116 1.18 0.60 -2.22
N -1.787684 2.722979 -1.988039 0.45 0.06 0.23
N 0.013399 0.532026 2.354991 -0.20 -0.18 0.82
C 2.882162 1.216986 -0.539787 -0.54 -1.10 0.66
C -2.398730 -1.311329 7.068565 0.17 0.28 -0.34
C -1.206753 0.291735 5.714983 -0.32 -0.05 0.38
C 0.292902 -3.273673 -2.261284 0.48 0.29 0.20
C 0.642623 -4.604242 -1.680902 -0.07 -0.14 0.27
C 4.938567 1.055301 0.732824 0.07 -0.01 -0.05
C -1.168884 -2.039717 -6.417805 -0.06 0.02 -0.02
C 0.207516 1.739353 4.249220 -0.12 -0.50 -0.66
C -2.539124 -0.343075 8.075517 0.22 -0.01 -0.29
C 2.565153 -2.261529 -1.955683 0.23 -0.21 0.31
C 0.572549 1.677019 2.930023 -0.81 -0.90 0.60
C -3.221722 -0.675098 9.298108 -1.12 -0.56 2.12
C -0.457149 -1.239860 -4.244136 0.37 -0.25 -0.02
C -2.496813 -1.719700 -6.104742 0.03 0.09 0.20
C -2.796474 -1.162104 -4.851646 0.20 -0.23 -0.26
C -0.150580 -1.774929 -5.500203 -0.54 -0.02 0.21
C -1.995913 0.937106 7.904149 0.26 0.02 -0.36
C -0.661640 -0.091067 3.320247 0.86 1.27 -0.29
C 0.684499 -0.961474 -3.262446 0.53 -1.52 0.41
C 4.710801 2.691800 -1.132787 -0.08 0.00 -0.01
C -1.746760 -0.987862 5.875502 -0.14 0.05 0.61
C -1.310841 1.257223 6.726507 -0.39 -0.41 0.28
C -1.780943 -0.951902 -3.915566 -0.13 0.01 -0.15
C -0.548558 2.379199 -1.625934 -0.22 -0.70 0.31
C 1.121067 -2.219696 -2.348193 -1.31 0.35 -2.25
C -2.844762 2.944651 -1.012184 -0.17 -0.38 -0.11
C -2.153694 2.774042 -3.396612 0.10 0.35 0.04
H 0.195787 2.479165 -2.433262 -0.24 -0.24 0.24
H 3.969752 3.015711 -1.870347 0.26 0.02 0.10
H 2.985283 -3.209579 -2.319306 0.18 0.30 0.11
H 3.115781 -1.424644 -2.399236 -0.07 -0.14 0.06
H -3.298206 -1.913008 -6.828842 0.38 0.10 0.31
H 5.097034 1.801965 1.520099 -0.07 -0.12 -0.11
H -3.375118 3.860795 -1.291350 0.09 -0.04 0.09
H 0.586142 -5.363548 -2.472440 0.03 0.07 0.11
H 0.426380 2.447965 5.024413 0.10 0.04 -0.06
H 1.583297 -0.775629 -3.889298 -0.05 -0.13 -0.06
H 4.992108 3.537945 -0.494780 -0.09 -0.13 -0.11
H -1.199309 -1.022540 3.235648 0.09 0.15 -0.30
H -2.797423 -2.313500 7.217948 0.06 0.28 -0.04
H -0.892672 2.254821 6.595170 -0.21 -0.34 0.07
H -2.929603 2.027794 -3.622522 0.31 0.12 0.13
H -2.105004 1.683873 8.692824 0.04 -0.27 -0.26
H -2.411436 3.037028 -0.014479 -0.07 -0.07 -0.20
H -0.702806 -3.215475 -2.700748 0.16 0.15 0.04
H -0.927293 -2.499875 -7.381809 -0.12 0.23 0.32
H -2.542161 3.771474 -3.642328 0.06 -0.19 -0.03
H 4.434931 0.177867 1.146387 0.14 0.22 -0.13
H 1.633214 -4.646497 -1.214493 -0.22 0.10 -0.15
H -1.643115 -1.723840 5.078755 -0.06 0.13 0.40
H 5.610763 2.329039 -1.643675 -0.21 0.06 0.04
H -1.263735 2.562860 -3.996833 -0.25 -0.02 0.03
H 1.190819 2.353726 2.365227 -0.08 -0.02 -0.03
H 5.913620 0.783081 0.319812 -0.11 -0.08 0.09
H -2.023427 -0.581927 -2.917554 0.14 0.01 -0.30
H -3.549865 2.105768 -1.025865 0.14 0.14 0.13
H 2.714451 -2.237989 -0.867472 0.03 -0.03 -0.16
H 0.890671 -2.005536 -5.722313 -0.19 0.02 -0.09
H -0.087854 -4.877158 -0.915253 0.05 -0.05 -0.01
H 2.316343 1.743960 -1.327255 0.16 -0.29 0.19
H -3.826031 -0.906431 -4.590646 0.27 -0.15 -0.11
```
Positions in Å, forces in eV/Å.

⟨S²⟩: 12.05
Kohn-Sham gap (spin up / spin down), eV: 7.65 / 7.66
Energy relative to the best compared isomer or geometry (same formula, charge and spin), kcal per mole: 12.02
DFT total energy, a.u.: -3293.7137
HOMO (spin up / spin down), eV: -7.896 / -7.909
Spin multiplicity: 7



(2)
ORCA calculation (the ωB97M-V functional and the def2-TZVPD basis) on C27H34Cl3N2O4PReS5Sb as an isolated structure.

Geometry as XYZ:
```
78
Properties=species:S:1:pos:R:3:forces:R:3
Re 0.879044 -2.311632 0.313375 -0.46 -0.07 -0.09
Sb 3.616909 -4.518376 0.810881 0.26 0.09 0.26
Cl 4.408854 -1.328347 -3.975823 0.00 -0.04 0.00
Cl 3.160386 1.272735 -3.640784 -0.02 0.02 0.02
Cl 5.406306 0.510585 -1.954780 0.01 0.00 0.00
S 4.858635 -3.931250 -0.887662 -0.08 -0.04 0.02
S 2.980376 -6.017308 2.244008 0.03 0.03 -0.04
S 1.251274 -4.075613 -0.765633 -0.17 0.07 -0.16
S 2.602232 -2.269322 1.662541 0.29 -0.20 0.18
S -1.202720 -0.081681 3.798742 0.03 -0.02 0.05
P -0.756706 0.049585 -1.423914 0.00 0.14 -0.10
O -1.321426 -0.427682 -2.779492 -0.03 -0.05 -0.02
O -1.881483 0.434470 -0.425315 -0.05 0.03 0.09
O -0.307133 -1.389980 -0.722042 0.06 0.00 -0.04
O 0.386611 0.946047 -1.551585 0.10 -0.04 0.02
N 0.223439 -0.804794 1.814034 0.08 -0.01 -0.14
N 2.338708 -1.098182 -1.093931 0.18 0.11 -0.14
C 0.668730 0.485353 2.111457 -0.05 -0.08 0.04
C -1.544712 2.753834 0.290087 -0.05 -0.04 0.02
C -2.283439 -1.495743 -3.168261 -0.02 -0.06 0.04
C 3.345698 4.614565 1.814797 0.00 0.00 -0.01
C -2.962649 -0.946026 -4.405032 0.01 0.03 0.00
C -2.624599 -4.428732 2.973783 0.05 0.03 -0.04
C 2.641114 3.486145 -0.288883 -0.01 -0.01 0.06
C 3.985707 -0.047318 -2.837176 0.00 -0.02 0.01
C 4.376103 2.437875 1.196143 -0.05 0.01 -0.01
C 1.311319 2.996014 3.016809 -0.04 -0.03 0.00
C 1.984131 2.477817 1.896436 0.03 -0.02 0.04
C 3.062491 -0.638278 -1.850898 -0.18 -0.05 0.11
C -3.279539 -1.769857 -2.054734 0.03 0.04 -0.04
C -3.756607 1.577012 0.461027 0.00 -0.03 0.00
C -2.517576 1.802334 -0.377045 -0.03 0.00 -0.04
C 1.648404 1.209435 1.448239 0.06 -0.03 -0.02
C -0.547786 -3.311281 1.433844 0.02 -0.01 0.00
C -1.220470 -2.563106 2.426704 0.02 0.07 0.01
C -2.856629 2.234294 -1.791541 0.01 -0.01 0.01
C -0.734104 -1.208655 2.610726 0.05 0.08 -0.04
C 0.320079 2.295515 3.678025 0.00 0.00 -0.03
C -2.244045 -3.110447 3.180888 -0.03 -0.03 0.00
C -1.446640 -2.721516 -3.492748 -0.04 0.06 -0.03
C 0.000655 1.027300 3.212524 -0.06 0.02 -0.01
C -0.952243 -4.639575 1.260498 0.05 -0.04 -0.06
C 3.077110 3.257253 1.166565 -0.02 0.02 -0.03
C -1.971592 -5.194055 2.016213 0.01 0.07 0.02
H -3.517604 1.515221 -2.275278 0.00 0.00 0.00
H -3.668532 -1.679333 -4.791416 -0.02 -0.02 -0.02
H -3.976173 -2.535398 -2.394844 0.00 -0.02 -0.02
H -0.622075 2.840053 -0.277364 0.07 0.00 -0.05
H 2.419596 2.552646 -0.806220 0.00 -0.07 -0.03
H -2.006637 3.738509 0.360548 -0.02 0.02 0.00
H -1.957935 2.364759 -2.397348 0.00 0.00 -0.01
H 2.461369 5.253457 1.800496 0.00 0.01 0.00
H -2.228693 -0.726713 -5.178711 0.00 0.01 -0.01
H -0.185231 2.724545 4.531975 -0.01 0.01 0.01
H 1.741357 4.101788 -0.333170 -0.01 0.03 0.01
H -1.313487 2.415786 1.298706 0.03 -0.01 0.06
H -0.675103 -2.472839 -4.220372 0.01 0.00 -0.01
H 3.431718 4.003314 -0.833697 0.01 0.01 -0.01
H -3.507239 -0.032668 -4.170084 -0.01 0.01 -0.01
H -0.463374 -5.272412 0.525237 0.00 0.01 0.00
H -3.422614 -4.858928 3.561161 -0.03 -0.02 0.03
H -2.788846 -2.135834 -1.151843 0.01 -0.01 0.03
H 4.258948 1.473171 0.698196 0.00 -0.01 0.00
H -3.486741 1.202224 1.448908 0.00 0.00 0.01
H -4.428462 0.863823 -0.016090 0.00 0.00 0.00
H 1.568281 3.978382 3.382707 -0.01 0.01 0.01
H 4.127878 5.129318 1.258436 0.02 0.01 -0.01
H -0.979432 -3.122246 -2.593115 0.04 -0.02 0.07
H 4.700884 2.254966 2.220855 0.01 0.00 0.03
H 2.133536 0.789882 0.578642 -0.01 0.01 -0.03
H 5.167716 2.983166 0.681862 0.02 0.01 -0.02
H -4.286867 2.519836 0.583884 -0.03 0.03 0.01
H -3.853058 -0.878428 -1.805807 0.00 0.01 0.00
H -2.745382 -2.513224 3.932115 0.00 0.00 0.02
H 3.688748 4.513751 2.845378 0.01 0.00 0.02
H -3.372281 3.192775 -1.754989 -0.01 0.03 0.01
H -2.082334 -3.497747 -3.917608 -0.02 -0.01 0.00
H -2.254148 -6.225015 1.857781 -0.01 -0.03 0.00
```
Positions in Å, forces in eV/Å.

Charge: +2
Kohn-Sham gap, eV: 4.81
Energy relative to the best compared isomer or geometry (same formula, charge and spin), kcal per mole: 0.00
DFT total energy, a.u.: -5490.7122
HOMO, eV: -13.925



(3)
ORCA calculation (the ωB97M-V functional and the def2-TZVPD basis) on C27H34IN10OPS6Sr as an isolated structure.

Geometry as XYZ:
```
81
Properties=species:S:1:pos:R:3:forces:R:3
I 6.336685 4.226083 1.199029 0.02 0.01 0.00
Sr 0.197335 1.770824 -0.603287 -0.15 0.04 0.08
S 0.176788 -2.770186 1.724702 0.03 -0.01 0.02
S 3.285817 0.431950 -1.437739 -0.04 -0.07 -0.13
S 2.965464 -0.682635 1.921947 -0.02 0.02 0.01
S -0.702053 0.657341 -3.237019 0.00 -0.05 0.03
S 0.877521 -1.854758 -1.335787 0.01 -0.02 -0.09
S 1.628266 3.150248 -2.838721 0.00 -0.01 -0.05
P -2.459683 0.057638 -0.232751 0.03 -0.09 -0.02
O -2.612212 2.915317 0.531598 0.01 -0.05 0.00
N -4.062408 -2.233798 -0.532686 -0.01 0.01 -0.02
N 0.051186 1.175914 2.137323 0.09 -0.03 -0.02
N 2.524609 2.665982 1.928857 -0.03 0.02 -0.01
N -2.606585 1.397972 5.724427 0.00 -0.04 0.00
N 0.685010 -1.565596 5.544285 0.01 0.03 0.00
N -5.153118 -0.073319 -0.949949 0.00 -0.01 -0.02
N 2.265257 3.433717 -6.443893 0.02 -0.02 0.01
N 2.340676 2.934658 0.632108 0.05 0.01 0.00
N -0.370136 0.601756 -6.887192 0.02 -0.01 0.00
N -4.607607 -0.747353 1.348327 0.01 -0.02 0.01
C 4.189017 -0.884605 -0.589890 0.03 0.00 0.01
C 2.729824 -0.431316 -2.931535 0.01 0.06 0.10
C -1.786146 5.103313 0.423894 -0.06 0.01 0.02
C -3.918496 0.689121 -1.190855 -0.01 0.02 0.02
C -0.116959 1.004716 -5.836472 -0.02 0.03 0.00
C 3.474418 3.466379 0.203580 -0.01 0.00 -0.01
C -1.739174 0.913660 5.134977 -0.02 0.09 0.02
C 4.399735 3.528898 1.258312 -0.01 -0.02 0.08
C 0.168335 1.469676 -4.505724 0.02 0.01 -0.02
C 1.214487 -3.561012 -0.819753 -0.05 0.01 0.08
C 2.992508 -2.487051 2.058965 0.01 0.01 0.01
C 4.421096 -0.489064 0.866006 0.02 0.00 -0.01
C -5.522404 -0.032019 0.462987 -0.01 0.02 0.01
C 1.739390 2.988179 -5.519273 -0.02 0.03 -0.02
C 3.750184 2.999299 2.355099 0.03 0.01 -0.07
C -0.659612 0.322454 4.441332 0.09 -0.03 -0.08
C -0.271806 0.785134 3.180736 -0.17 0.05 0.04
C 1.707156 -3.053687 2.647453 -0.04 -0.03 -0.01
C -4.474012 -2.116453 0.865820 -0.03 0.01 0.00
C 0.323922 -3.954134 0.359138 0.01 0.05 -0.01
C -5.002646 -1.466706 -1.350016 0.02 0.00 -0.01
C -2.690582 -1.729456 -0.709612 -0.02 0.00 0.05
C 0.078845 -0.714497 5.046268 -0.01 -0.06 0.04
C -1.610858 3.591686 0.243978 0.09 0.03 -0.02
C 1.100019 2.458944 -4.344050 0.02 -0.01 0.01
C -3.302428 -0.073753 1.414772 0.02 -0.03 -0.04
C 2.031390 -1.780637 -2.737840 0.03 0.04 -0.02
H -0.699439 -4.078017 0.001374 0.00 -0.01 0.01
H 1.759662 2.203547 2.414261 0.01 -0.02 0.02
H 2.272070 -3.682792 -0.571885 0.00 0.03 0.01
H -2.378332 -1.858249 -1.749325 -0.02 0.00 -0.01
H 0.996228 -4.236470 -1.651627 0.01 0.01 -0.01
H -5.982843 -1.949315 -1.273486 0.00 0.00 0.01
H 1.515654 -2.623765 3.631343 0.01 -0.01 0.00
H 4.701812 0.565547 0.931318 0.00 0.01 0.01
H -3.428085 0.937041 1.802966 0.01 0.02 0.02
H 5.244221 -1.066786 1.294288 0.00 0.00 0.00
H 1.826905 -4.131763 2.788286 -0.01 0.00 0.00
H -1.035822 5.461634 1.136355 0.00 0.00 0.00
H -6.513068 -0.488013 0.566803 0.00 0.00 -0.01
H 5.150276 -1.051579 -1.085123 -0.01 0.01 -0.01
H 2.055925 0.285727 -3.397765 -0.01 -0.02 0.01
H 4.073441 2.832784 3.367887 -0.01 0.01 0.00
H 3.614128 -1.809169 -0.642404 -0.01 -0.01 0.01
H -5.575397 1.010359 0.782139 -0.01 0.00 0.00
H -3.665006 0.662147 -2.253174 -0.02 -0.01 -0.01
H 2.776125 -2.563585 -2.576889 0.00 -0.02 0.01
H 3.578197 -0.572465 -3.605270 0.00 -0.01 0.00
H -2.022284 -2.340731 -0.097301 0.00 0.04 -0.01
H -3.750695 -2.643138 1.493009 0.01 0.00 0.01
H -5.448998 -2.604765 0.967903 0.00 -0.01 0.00
H 0.641771 -4.915849 0.769866 0.02 -0.01 -0.03
H -4.674015 -1.501858 -2.390974 0.00 0.00 0.00
H 3.827697 -2.776343 2.704209 -0.01 -0.01 0.01
H 3.583727 3.750777 -0.831880 0.00 0.00 0.00
H 3.174141 -2.906596 1.071293 0.01 -0.01 -0.02
H -4.075504 1.729851 -0.908304 0.04 0.00 0.00
H -2.794868 5.360629 0.774479 0.01 0.01 0.00
H -1.573675 5.596640 -0.529358 0.00 0.00 0.00
H -2.652560 -0.622879 2.103291 -0.02 0.01 0.01
H 1.492596 -2.011378 -3.658179 0.00 0.00 0.00
```
Positions in Å, forces in eV/Å.

Charge: -2
Kohn-Sham gap, eV: 4.71
Energy relative to the best compared isomer or geometry (same formula, charge and spin), kcal per mole: 3.96
DFT total energy, a.u.: -4731.0631
HOMO, eV: -1.604



The lowest DFT total energy belongs to which entry? C27H34Cl3N2O4PReS5Sb



Among the records above, which one has the highest DFT total energy? C27H34Cl2N5O3Tb



Which formula does entry 3 have? C27H34IN10OPS6Sr